Density functional theory data (ωB97M-V with the def2-TZVPD basis set) for a structure of composition C47H51N3O4P3PtS3Se2Si.

```
115
Properties=species:S:1:pos:R:3:forces:R:3:lowdin_charge:R:1
Pt 0.094 -0.522 1.297 0.38 -0.44 0.17 0.808
O 2.853 -1.114 4.096 -0.04 -0.15 -0.05 -0.316
S 2.025 -0.237 3.305 0.01 0.24 0.08 0.245
O 1.880 1.097 3.852 0.08 -0.07 0.03 -0.403
O 0.561 -0.863 3.232 -0.07 0.13 0.00 -0.599
O 2.389 -0.233 1.853 -0.04 0.09 -0.04 -0.488
Se 1.522 0.175 -5.801 0.01 0.02 0.01 0.281
P 0.997 1.505 -4.268 -0.03 -0.01 -0.06 0.502
C 2.306 2.730 -3.976 -0.01 -0.03 0.05 -0.349
C 3.628 2.289 -4.018 0.01 -0.02 0.04 -0.108
C 4.664 3.185 -3.821 0.00 -0.02 0.04 -0.079
C 4.392 4.527 -3.587 0.01 0.01 0.03 -0.082
C 3.081 4.973 -3.561 0.00 0.01 0.02 -0.077
C 2.040 4.075 -3.761 -0.03 0.06 0.07 -0.103
C -0.504 2.434 -4.684 -0.01 -0.01 0.00 -0.350
C -1.738 2.041 -4.181 0.01 0.00 -0.03 -0.078
C -2.902 2.633 -4.653 0.01 -0.01 -0.02 -0.084
C -2.836 3.624 -5.619 0.00 -0.01 0.01 -0.085
C -1.603 4.020 -6.125 0.00 0.01 0.00 -0.077
C -0.443 3.418 -5.671 -0.04 0.00 -0.02 -0.101
C 0.631 0.688 -2.688 -0.13 0.02 0.01 -0.404
C 0.432 1.034 -1.347 0.04 -0.03 0.04 -0.399
N 0.136 -0.140 -0.720 0.18 -0.12 0.05 -0.243
N 0.159 -1.120 -1.603 -0.14 0.07 -0.04 -0.051
N 0.429 -0.644 -2.782 0.16 -0.01 0.01 0.024
P 0.484 2.502 -0.338 0.15 -0.07 0.03 0.743
Se 0.038 1.933 1.709 -0.40 0.18 -0.09 0.632
C 2.153 3.169 -0.235 0.02 -0.07 -0.09 -0.355
C 3.226 2.323 -0.493 -0.03 0.00 -0.07 -0.068
C 4.511 2.723 -0.162 0.04 0.02 -0.04 -0.058
C 4.727 3.958 0.429 0.02 -0.02 -0.03 -0.071
C 3.654 4.795 0.705 -0.05 0.01 0.00 -0.071
C 2.367 4.398 0.389 0.04 0.01 0.02 -0.105
C -0.638 3.718 -1.070 -0.03 0.00 0.07 -0.314
C -1.971 3.333 -1.203 0.00 0.02 0.00 -0.092
C -2.904 4.215 -1.717 0.00 0.00 0.03 -0.072
C -2.514 5.488 -2.110 0.00 -0.01 -0.01 -0.070
C -1.189 5.875 -1.983 0.00 -0.01 0.00 -0.069
C -0.251 4.996 -1.459 0.02 0.01 -0.01 -0.094
H 3.831 1.246 -4.228 0.00 0.00 0.00 0.082
H 5.688 2.835 -3.849 0.00 0.00 0.00 0.106
H 5.204 5.226 -3.430 0.00 0.00 0.00 0.103
H 2.864 6.020 -3.391 0.00 -0.01 -0.01 0.104
H 1.019 4.427 -3.767 -0.04 0.04 0.08 0.083
H -1.797 1.257 -3.436 0.00 0.00 0.00 0.093
H -3.859 2.312 -4.264 -0.01 0.00 0.00 0.107
H -3.745 4.084 -5.986 0.00 0.00 0.00 0.101
H -1.549 4.785 -6.889 0.00 0.00 0.00 0.102
H 0.514 3.695 -6.098 -0.01 -0.01 -0.01 0.111
H 3.057 1.340 -0.914 0.01 0.00 0.00 0.116
H 5.341 2.055 -0.351 0.00 -0.01 0.01 0.113
H 5.731 4.260 0.697 0.00 0.00 0.00 0.104
H 3.817 5.746 1.197 0.00 0.00 0.00 0.104
H 1.530 5.026 0.670 0.01 0.00 0.02 0.107
H -2.277 2.335 -0.917 -0.01 -0.06 0.06 0.086
H -3.936 3.903 -1.818 0.01 0.01 -0.01 0.112
H -3.242 6.176 -2.519 0.00 0.00 0.00 0.106
H -0.879 6.865 -2.293 0.00 0.00 0.01 0.106
H 0.777 5.309 -1.360 0.04 -0.01 -0.06 0.085
C -3.255 0.980 1.489 0.02 -0.02 0.02 -0.211
Si -2.343 -0.693 1.447 -0.14 0.10 -0.04 0.664
C -2.759 -1.418 3.180 0.04 -0.08 -0.01 -0.622
C -4.276 -1.601 3.361 0.01 0.03 0.02 -0.097
C -2.312 -0.435 4.278 0.02 0.00 -0.02 -0.094
C -2.064 -2.757 3.409 0.02 0.05 -0.02 -0.112
C -3.089 -1.540 -0.121 0.03 0.00 -0.03 -0.619
C -3.078 -0.540 -1.294 0.01 0.00 -0.01 -0.113
C -2.388 -2.828 -0.551 -0.02 0.00 0.04 -0.144
C -4.564 -1.897 0.130 -0.01 0.02 -0.02 -0.106
H -4.163 0.928 0.884 0.00 -0.04 0.00 0.024
H -2.671 1.835 1.171 0.02 0.04 -0.12 -0.049
H -3.564 1.189 2.512 0.00 0.04 -0.02 0.017
H -4.821 -0.659 3.258 -0.01 0.01 -0.04 0.076
H -4.448 -1.964 4.380 -0.01 0.03 0.01 0.084
H -4.714 -2.327 2.683 0.04 -0.03 0.03 0.053
H -2.784 0.544 4.181 0.00 -0.03 0.04 0.063
H -1.234 -0.300 4.300 0.06 0.00 -0.02 0.058
H -2.621 -0.844 5.247 0.03 -0.01 0.00 0.087
H -2.382 -3.526 2.701 -0.02 0.02 0.01 0.052
H -2.268 -3.125 4.422 -0.03 -0.01 0.00 0.096
H -0.985 -2.639 3.328 -0.05 0.01 0.04 0.026
H -2.086 -0.146 -1.508 -0.02 0.00 0.00 0.034
H -3.755 0.301 -1.125 -0.01 0.02 0.02 0.063
H -3.421 -1.059 -2.197 0.01 0.00 0.00 0.091
H -1.352 -2.673 -0.840 -0.04 0.00 0.00 0.011
H -2.918 -3.254 -1.412 -0.01 0.00 0.00 0.089
H -2.401 -3.575 0.242 -0.01 0.04 -0.03 -0.013
H -5.150 -1.069 0.538 -0.01 -0.02 0.02 0.071
H -4.658 -2.754 0.794 0.00 0.00 -0.04 0.068
H -5.015 -2.182 -0.828 0.00 0.02 -0.01 0.085
S -1.169 -5.666 1.120 0.03 -0.05 -0.02 0.273
P 0.386 -4.631 1.710 -0.02 -0.01 0.00 0.207
S 0.829 -2.772 0.864 -0.09 0.08 -0.09 0.417
C 0.518 -4.644 3.527 -0.02 -0.05 -0.01 -0.382
C -0.235 -5.558 4.260 0.01 0.01 0.01 -0.119
C -0.123 -5.591 5.642 0.00 0.00 -0.01 -0.095
C 0.730 -4.710 6.295 0.00 0.01 0.00 -0.091
C 1.476 -3.798 5.564 0.00 0.00 0.02 -0.058
C 1.373 -3.769 4.181 0.02 -0.01 0.02 -0.103
C 1.951 -5.410 1.154 -0.01 0.01 0.01 -0.391
C 3.186 -4.870 1.512 0.01 0.01 0.00 -0.100
C 4.358 -5.491 1.111 0.00 0.00 0.00 -0.082
C 4.307 -6.648 0.343 0.00 0.00 0.00 -0.100
C 3.081 -7.182 -0.021 0.00 0.00 0.00 -0.092
C 1.905 -6.566 0.385 0.00 0.00 0.01 -0.109
H -0.913 -6.222 3.741 0.00 0.00 0.00 0.058
H -0.713 -6.301 6.210 0.00 0.00 0.00 0.095
H 0.804 -4.730 7.376 0.00 0.00 0.00 0.095
H 2.129 -3.086 6.051 0.00 0.01 -0.01 0.107
H 1.935 -3.031 3.634 0.04 0.07 -0.02 0.053
H 3.236 -3.955 2.089 0.00 0.00 -0.01 0.092
H 5.312 -5.064 1.392 0.00 0.00 0.00 0.101
H 5.225 -7.129 0.026 0.00 0.00 0.00 0.095
H 3.036 -8.080 -0.625 0.00 0.00 0.00 0.097
H 0.939 -6.973 0.112 0.00 0.00 0.00 0.053
```
Positions in Å, forces in eV/Å.

Summary:
maximum force: 0.6 eV Å⁻¹
E_LUMO: 0.0508 Eh
energy relative to the best compared isomer or geometry (same formula, charge and spin): 38.45 kcal/mol
HOMO: -5.55 eV
net charge: -1
Kohn-Sham gap: 6.9 eV


Density functional theory data (ωB97M-V with the def2-TZVPD basis set) for a structure of composition C47H52F6FeN3 in a non-equilibrium geometry.

```
109
Properties=species:S:1:pos:R:3:forces:R:3:lowdin_charge:R:1
C -4.728 1.218 -3.192 0.09 0.05 -0.01 -0.074
C -4.215 0.593 -1.890 0.46 0.52 -0.05 -0.376
C -4.259 -0.930 -1.993 -0.09 -0.30 0.18 -0.042
C -4.945 1.067 -0.649 -0.12 -0.20 0.21 -0.120
C -6.316 1.312 -0.724 -0.01 -0.01 0.08 -0.040
C -7.085 1.409 0.428 -0.27 0.28 0.28 -0.073
C -6.494 1.257 1.679 0.03 -0.03 -0.39 -0.045
C -5.120 1.035 1.793 -0.07 0.12 0.28 -0.118
C -4.598 0.753 3.203 0.48 0.12 -0.26 -0.394
C -5.363 -0.378 3.885 -0.07 -0.18 -0.10 -0.066
C -4.625 2.006 4.067 -0.04 0.19 -0.01 -0.067
C -4.328 1.042 0.624 0.16 -0.85 -0.16 -0.055
N -2.931 0.667 0.721 -0.03 0.90 -0.64 0.002
N -2.691 -0.491 1.376 -1.58 -1.22 0.63 0.075
N -1.363 -0.587 1.482 1.52 -0.51 0.40 -0.018
C -0.747 -1.687 2.149 -0.20 0.43 0.00 -0.091
C 0.140 -1.412 3.211 -0.29 0.16 0.16 -0.127
C 0.311 -0.033 3.867 0.01 -0.14 -0.59 -0.361
C 1.793 0.284 4.080 0.19 0.13 0.04 -0.063
C -0.448 0.009 5.191 -0.19 -0.13 0.01 -0.056
C 0.816 -2.478 3.793 -0.06 -0.42 -0.18 -0.038
C 0.575 -3.781 3.360 -0.05 0.06 0.14 -0.065
C -0.370 -4.042 2.365 0.17 -0.01 0.18 -0.038
C -1.034 -3.001 1.724 -0.19 0.07 0.02 -0.123
C -2.111 -3.306 0.675 0.38 0.13 -0.14 -0.377
C -3.470 -3.330 1.363 -0.35 0.08 0.40 -0.079
C -1.833 -4.608 -0.080 0.05 -0.05 -0.01 -0.082
C -0.738 0.486 0.857 0.39 -0.40 0.15 -0.136
C 0.723 0.603 0.790 1.08 0.48 -0.33 -0.126
C 1.540 -0.478 0.395 -0.85 0.36 0.00 0.051
C 2.903 -0.320 0.237 0.29 -0.06 0.01 -0.100
C 3.692 -1.504 -0.259 0.27 -0.57 -0.16 -0.505
F 4.884 -1.151 -0.820 -0.92 -0.32 0.48 0.122
F 3.971 -2.363 0.779 -0.10 0.53 -0.92 0.110
F 3.004 -2.233 -1.196 0.67 0.59 0.85 0.114
C 3.548 0.860 0.600 -0.28 0.00 0.18 0.069
C 2.758 1.902 1.082 0.17 0.20 -0.01 -0.124
C 3.399 3.124 1.709 0.14 1.03 -0.27 -0.507
F 2.621 4.252 1.568 0.83 -1.22 0.30 0.110
F 3.567 2.935 3.059 -0.02 0.22 -0.91 0.107
F 4.626 3.417 1.191 -1.04 -0.36 0.56 0.126
C 1.370 1.822 1.088 -0.31 -0.68 0.09 0.054
C -1.715 1.246 0.338 -0.24 0.96 -0.41 -0.105
C -1.501 2.471 -0.511 -0.73 0.50 2.00 -0.087
H -4.839 2.307 -3.100 0.04 -0.24 -0.08 0.092
H -4.015 1.011 -4.003 -0.20 0.08 0.19 0.084
H -5.695 0.783 -3.480 0.18 0.14 0.02 0.072
H -3.167 0.884 -1.771 -0.26 -0.17 -0.12 0.093
H -3.855 -1.407 -1.090 -0.08 0.11 -0.13 0.060
H -5.297 -1.271 -2.120 0.19 0.04 0.03 0.087
H -3.675 -1.276 -2.855 -0.10 0.10 0.13 0.086
H -6.795 1.367 -1.701 0.12 -0.04 0.29 0.106
H -8.163 1.586 0.359 0.38 -0.07 -0.03 0.103
H -7.106 1.282 2.588 0.21 0.00 -0.43 0.109
H -3.562 0.423 3.113 -0.13 0.10 0.03 0.103
H -5.351 -1.289 3.276 -0.02 0.13 0.07 0.076
H -4.900 -0.614 4.850 -0.08 0.06 -0.09 0.078
H -6.408 -0.098 4.065 0.15 -0.11 0.04 0.070
H -4.059 2.812 3.589 -0.08 -0.02 0.11 0.084
H -5.657 2.347 4.215 0.17 0.05 0.05 0.076
H -4.178 1.796 5.045 -0.09 0.08 -0.08 0.076
H -0.103 0.741 3.213 -0.03 -0.21 0.09 0.117
H 2.398 -0.082 3.243 -0.04 0.09 0.12 0.080
H 1.964 1.365 4.163 -0.08 -0.27 0.11 0.076
H 2.154 -0.194 5.000 0.05 0.12 -0.17 0.078
H -1.501 -0.262 5.039 0.15 0.07 0.08 0.077
H -0.001 -0.716 5.884 -0.17 0.17 -0.01 0.079
H -0.405 1.010 5.638 0.04 -0.17 -0.04 0.083
H 1.510 -2.276 4.614 -0.20 -0.22 -0.32 0.114
H 1.101 -4.605 3.833 -0.06 0.05 -0.07 0.098
H -0.599 -5.075 2.086 0.23 0.41 0.12 0.106
H -2.129 -2.495 -0.068 0.13 -0.08 0.24 0.117
H -3.690 -2.319 1.726 -0.09 -0.47 -0.08 0.042
H -4.276 -3.643 0.688 0.18 -0.02 0.03 0.080
H -3.443 -4.007 2.229 -0.06 -0.02 -0.22 0.086
H -0.804 -4.627 -0.456 -0.13 -0.08 0.05 0.083
H -1.988 -5.477 0.571 0.04 0.07 -0.17 0.070
H -2.506 -4.716 -0.940 0.04 0.09 0.20 0.078
H 1.078 -1.430 0.141 0.08 0.17 0.04 0.140
H 4.626 0.950 0.519 -0.17 0.05 0.04 0.139
H 0.791 2.705 1.355 0.13 -0.29 0.10 0.139
H -0.805 3.100 0.064 -0.08 0.02 -0.38 0.117
H -2.451 3.028 -0.526 0.28 0.01 -0.05 0.138
C -0.001 1.172 -2.215 0.46 -0.19 0.39 -0.033
C -1.044 2.264 -1.906 0.76 -0.27 -2.48 -0.313
C -0.550 3.522 -2.597 -1.81 0.11 -0.73 -0.294
C -0.660 4.908 -2.177 -1.84 -0.15 -0.60 -0.142
C -0.403 5.751 -3.342 -1.98 -0.10 -0.38 -0.189
C -0.134 4.886 -4.478 -1.83 -0.12 -0.32 -0.188
C -0.201 3.514 -4.030 -2.09 -0.10 0.21 -0.150
Fe 1.113 4.537 -2.977 -0.24 -0.87 0.74 0.250
C 2.815 3.513 -3.033 1.80 0.30 0.21 -0.197
C 2.580 4.050 -1.709 1.60 0.17 0.21 -0.190
C 2.413 5.484 -1.819 1.99 0.14 0.31 -0.188
C 2.565 5.844 -3.215 1.96 0.24 0.32 -0.197
C 2.810 4.623 -3.968 1.99 0.26 0.26 -0.198
H -0.181 0.260 -1.639 -0.04 -0.08 -0.12 0.060
H -0.056 0.896 -3.281 0.07 0.23 0.43 0.080
H 1.034 1.530 -2.004 -0.70 -0.21 -0.14 0.086
H -1.935 1.952 -2.480 0.22 0.16 0.14 0.116
H -0.973 5.220 -1.177 0.26 0.06 -0.44 0.102
H -0.495 6.832 -3.368 0.22 -0.25 0.02 0.093
H 0.011 5.184 -5.513 0.17 0.08 0.35 0.096
H -0.125 2.601 -4.623 0.10 0.50 0.10 0.101
H 3.074 2.478 -3.246 -0.23 0.26 -0.06 0.093
H 2.663 3.493 -0.784 -0.24 0.11 -0.31 0.059
H 2.310 6.162 -0.975 -0.14 -0.15 -0.31 0.097
H 2.568 6.857 -3.612 -0.15 -0.36 0.07 0.097
H 3.030 4.554 -5.032 -0.23 0.05 0.32 0.096
```
Positions in Å, forces in eV/Å.

Summary:
maximum force: 2.6 eV Å⁻¹
E_LUMO (alpha / beta): 0.0811 / 0.0811 Eh
HOMO (alpha / beta): -1.10 / -3.03 eV
net charge: -1
<S²>: 6.102
Kohn-Sham gap (alpha / beta): 3.3 / 5.2 eV
2S+1: 5